{"formula": "C37H95O32P7", "method": "wB97M-V/def2-TZVPD", "smiles": "COP(=O)(OC)OC.COP(=O)(OC)OC.COP(=O)(OC)OC.COP(=O)(OC)OC.COP(=O)(OC)OC.COP(=O)(OC)OC.COP(=O)(OC)OC.C1CCOC1.C1CCOC1.C1CCOC1.C1CCOC1", "orbital_gap_ev": 9.764, "total_energy_ha": -6264.38337, "species": ["P", "P", "P", "P", "P", "P", "P", "O", "O", "O", "O", "O", "O", "O", "O", "O", "O", "O", "O", "O", "O", "O", "O", "O", "O", "O", "O", "O", "O", "O", "O", "O", "O", "O", "O", "O", "O", "O", "O", "C", "C", "C", "C", "C", "C", "C", "C", "C", "C", "C", "C", "C", "C", "C", "C", "C", "C", "C", "C", "C", "C", "C", "C", "C", "C", "C", "C", "C", "C", "C", "C", "C", "C", "C", "C", "C", "H", "H", "H", "H", "H", "H", "H", "H", "H", "H", "H", "H", "H", "H", "H", "H", "H", "H", "H", "H", "H", "H", "H", "H", "H", "H", "H", "H", "H", "H", "H", "H", "H", "H", "H", "H", "H", "H", "H", "H", "H", "H", "H", "H", "H", "H", "H", "H", "H", "H", "H", "H", "H", "H", "H", "H", "H", "H", "H", "H", "H", "H", "H", "H", "H", "H", "H", "H", "H", "H", "H", "H", "H", "H", "H", "H", "H", "H", "H", "H", "H", "H", "H", "H", "H", "H", "H", "H", "H", "H", "H", "H", "H", "H", "H"], "xyz": [[31.856, 25.338, 21.989], [24.006, 24.571, 26.359], [23.466, 18.823, 24.972], [24.823, 29.880, 28.468], [27.443, 24.444, 17.715], [32.658, 29.435, 24.167], [32.834, 19.722, 25.946], [33.047, 27.946, 24.641], [26.455, 23.373, 17.866], [23.912, 24.038, 24.991], [25.791, 29.036, 27.485], [23.769, 19.078, 26.388], [32.451, 25.758, 20.535], [31.904, 20.237, 27.134], [24.408, 19.568, 23.918], [32.461, 20.789, 24.806], [22.868, 24.200, 27.434], [34.235, 19.720, 26.418], [33.152, 25.329, 22.888], [26.636, 25.797, 32.369], [23.582, 26.476, 21.596], [21.971, 19.240, 24.572], [27.227, 25.518, 16.544], [28.749, 23.700, 25.672], [28.902, 23.910, 17.337], [30.972, 24.166, 22.035], [28.987, 24.195, 29.828], [25.364, 24.153, 27.098], [23.587, 17.300, 24.539], [25.005, 31.404, 28.080], [27.667, 25.374, 19.016], [31.195, 26.749, 22.380], [32.350, 18.302, 25.398], [33.072, 30.587, 25.020], [31.092, 29.254, 23.975], [24.944, 29.659, 29.914], [33.208, 29.517, 22.677], [24.136, 26.136, 26.450], [23.309, 29.647, 27.975], [23.544, 25.060, 21.747], [33.611, 24.172, 23.576], [24.111, 25.582, 19.462], [24.880, 20.868, 24.284], [23.561, 26.798, 20.182], [29.101, 23.044, 16.219], [22.617, 28.485, 28.436], [30.243, 24.537, 30.469], [29.113, 23.079, 31.971], [23.928, 27.076, 25.408], [21.948, 23.158, 27.228], [31.859, 19.358, 28.253], [24.265, 24.426, 20.478], [26.890, 26.587, 31.212], [25.815, 26.099, 30.216], [28.550, 23.024, 30.536], [27.775, 25.908, 25.526], [21.491, 19.282, 23.240], [25.269, 25.385, 32.371], [27.988, 24.673, 20.215], [28.077, 23.719, 24.406], [24.885, 16.664, 24.600], [30.110, 27.290, 21.642], [25.481, 22.856, 27.698], [32.771, 30.568, 21.807], [27.154, 29.345, 27.429], [26.508, 25.252, 15.353], [31.136, 21.244, 24.623], [28.399, 24.842, 26.451], [30.023, 24.283, 31.924], [33.393, 24.877, 19.925], [25.712, 32.312, 28.929], [27.772, 25.208, 24.169], [32.957, 17.906, 24.160], [25.106, 24.941, 30.938], [34.031, 27.766, 25.652], [30.256, 28.790, 25.040], [27.470, 23.135, 30.447], [25.302, 24.371, 20.801], [31.079, 22.270, 24.997], [35.053, 27.543, 25.353], [30.951, 23.923, 29.905], [29.914, 27.784, 24.821], [32.408, 30.039, 20.924], [28.235, 22.430, 15.958], [26.696, 27.629, 31.483], [33.655, 26.925, 26.244], [34.595, 23.824, 23.259], [22.050, 19.999, 22.632], [28.035, 23.590, 20.085], [26.365, 31.736, 29.581], [25.559, 23.954, 30.822], [30.847, 21.114, 23.581], [24.070, 21.451, 24.723], [28.730, 23.356, 23.611], [25.119, 26.912, 30.003], [26.291, 33.095, 28.437], [29.652, 28.053, 22.271], [25.271, 21.415, 23.429], [33.170, 16.839, 24.128], [20.469, 19.653, 23.221], [25.071, 25.733, 18.960], [26.466, 22.558, 27.337], [22.141, 22.641, 26.282], [27.385, 24.921, 21.086], [29.578, 22.154, 32.306], [24.196, 24.770, 22.568], [28.891, 22.081, 30.094], [30.795, 28.748, 25.992], [24.098, 24.793, 30.541], [33.988, 28.561, 26.400], [29.267, 25.318, 26.908], [30.452, 27.733, 20.707], [25.687, 20.830, 25.018], [27.753, 28.539, 27.856], [23.821, 23.505, 20.115], [22.013, 28.690, 29.317], [27.571, 29.596, 26.449], [32.736, 19.329, 28.900], [25.585, 25.811, 15.236], [32.269, 18.190, 23.366], [23.568, 25.189, 18.597], [25.550, 22.919, 28.786], [33.166, 24.744, 18.863], [25.165, 16.251, 23.636], [22.580, 27.070, 19.795], [24.315, 27.577, 20.089], [21.945, 28.221, 27.616], [25.690, 17.311, 24.954], [24.670, 27.871, 25.497], [29.020, 24.871, 20.515], [20.957, 23.621, 27.211], [27.901, 26.451, 30.836], [31.762, 18.299, 27.982], [24.977, 32.901, 29.479], [27.740, 24.504, 27.249], [26.763, 26.205, 25.797], [28.435, 25.665, 23.432], [33.293, 23.865, 20.318], [26.795, 25.309, 23.686], [30.299, 20.840, 25.203], [22.501, 24.757, 21.849], [27.143, 25.323, 14.467], [33.574, 31.232, 21.497], [29.803, 22.229, 16.403], [31.029, 24.122, 32.336], [30.935, 19.529, 28.803], [29.324, 26.559, 21.463], [23.246, 27.602, 28.548], [29.433, 29.405, 25.405], [29.423, 23.708, 15.421], [34.398, 25.293, 19.868], [33.776, 24.519, 24.599], [31.918, 31.148, 22.158], [33.926, 18.389, 24.024], [30.352, 25.600, 30.240], [27.209, 23.059, 24.484], [21.859, 22.317, 27.922], [21.574, 18.317, 22.741], [24.043, 26.761, 24.370], [26.309, 24.176, 15.291], [32.873, 23.372, 23.540], [29.817, 25.205, 32.468], [26.315, 25.830, 29.284], [28.294, 23.297, 32.660], [24.464, 26.097, 32.573], [25.222, 24.499, 33.002], [24.697, 15.991, 25.437], [27.355, 30.284, 27.957], [28.446, 26.759, 25.614], [22.945, 27.493, 25.628], [24.689, 22.128, 27.520]], "mulliken_charge": [0.51, -0.15, 1.03, 0.88, 0.97, 0.73, 0.64, 0.30, -0.71, -0.64, 0.04, -0.69, -0.37, 0.00, -0.35, -0.13, -0.19, -0.72, -0.08, -0.51, -0.36, -0.29, -0.34, -0.51, -0.23, -0.71, 0.02, 0.57, -0.39, -0.33, -0.24, 0.42, -0.34, -0.80, -0.23, -0.63, -0.28, 0.57, -0.39, -0.17, -0.56, -0.03, -0.44, -0.62, -0.78, -0.42, -0.76, -0.54, -0.41, -0.84, -0.81, 0.14, -0.33, 1.43, 0.01, 2.18, -0.60, -0.71, -0.41, 0.24, -0.69, -0.34, -0.52, -0.72, -0.49, -0.75, -0.73, 0.13, -0.54, -0.77, -0.68, 1.80, -0.71, -0.37, -0.88, -0.64, -0.29, -0.40, 0.17, 0.27, 0.36, 0.20, 0.24, 0.32, 0.37, 0.25, 0.30, 0.26, 0.45, 0.32, -0.03, 0.42, 0.13, 0.45, -0.27, 0.24, 0.29, 0.27, 0.26, 0.26, -0.23, 0.26, 0.28, -0.09, 0.34, 0.04, 0.33, 0.37, 0.43, 0.40, 0.35, 0.16, 0.32, 0.29, 0.53, 0.30, 0.04, 0.34, 0.31, 0.24, 0.31, -0.20, 0.28, 0.25, 0.23, 0.35, 0.27, 0.30, 0.04, 0.27, 0.30, 0.03, 0.29, 0.27, -0.60, -1.14, -1.32, 0.31, -0.19, 0.47, 0.20, 0.31, 0.29, 0.28, 0.39, 0.25, -0.35, 0.02, 0.26, 0.30, 0.27, 0.21, 0.31, 0.35, 0.31, -0.44, 0.27, 0.28, 0.10, 0.32, 0.16, 0.24, -0.76, 0.18, 0.30, 0.44, 0.31, 0.32, -0.80, 0.27, 0.31]}